Record 1
Below is C29H49BrN2OP2Re as an isolated structure in a non-equilibrium geometry, with properties calculated with wB97M-V/def2-TZVPD.

Geometry as XYZ:
```
85
Properties=species:S:1:pos:R:3:forces:R:3:mulliken_charge:R:1
N 7.84227 -6.44732 -1.92919 -2.8275 3.0759 1.3925 0.05
C 7.94941 -5.91714 -0.71326 1.7942 -0.9714 0.8226 -0.36
C 7.08834 -4.92069 -0.24185 -0.4665 -0.1357 -1.0857 -0.43
C 6.03170 -4.47918 -1.07331 0.7665 -0.9880 -0.5409 0.76
C 5.94002 -5.04782 -2.36712 0.8690 -0.2992 0.9708 -0.42
C 6.86914 -6.03065 -2.73520 0.1295 -0.9991 -1.8034 -0.41
C 5.06954 -3.50222 -0.60128 -1.3564 0.3099 -0.4848 -0.19
Re 0.04020 0.85619 0.76657 -0.6746 -0.4982 3.3122 1.06
P -6.21158 -0.53666 1.71876 2.7062 -0.0155 -1.0626 0.35
C 3.84577 -3.31752 -1.17977 2.0948 -1.0000 0.0819 -0.50
C 2.87000 -2.41322 -0.67534 -0.8057 0.7123 0.9125 1.23
C 1.51801 -2.62137 -1.03659 -0.2670 0.2125 0.6634 -0.79
C 0.50700 -1.90116 -0.39818 0.7298 0.0282 0.1054 -0.46
C 0.87654 -0.95626 0.59193 0.4464 1.2284 -0.4915 -0.02
C 2.25539 -0.69867 0.92547 -0.1325 -0.4999 -0.4090 -0.60
C 3.24582 -1.43348 0.26833 -0.7437 0.1749 0.0501 -0.66
Br -2.18043 1.70245 1.46328 1.1485 -0.6385 -0.1168 -0.17
H 5.33695 -2.95868 0.30101 0.0185 -0.1219 -0.1675 0.22
H 3.51701 -3.95417 -1.99552 0.1915 0.0436 -0.0228 0.29
H 7.24160 -4.51523 0.75524 0.0815 -0.2403 -0.1753 0.44
H 5.18498 -4.73614 -3.08444 0.3395 -0.2313 0.0243 0.39
H 8.76372 -6.29463 -0.07848 -0.3027 0.1438 -0.1956 0.41
H 6.82432 -6.48540 -3.73255 0.0115 0.1467 0.2852 0.41
H 1.28853 -3.41063 -1.75680 -0.0513 0.3558 0.1450 0.43
H 4.30474 -1.28341 0.50351 -0.5640 0.0610 -0.0371 0.33
H -0.54299 -2.00842 -0.66381 0.2220 -0.2284 0.0318 0.80
H 2.56607 0.02003 1.69784 -0.3636 -0.3703 -0.3547 0.65
P -0.52564 1.38598 -1.27885 -0.4884 1.1257 -4.9554 0.67
C -5.05569 -1.28729 2.93767 -0.7221 0.0488 0.7564 -0.32
C -5.73607 -2.42120 3.72499 0.0071 -0.3608 0.2459 -1.23
H -4.72036 -0.49399 3.62427 -0.1567 -0.1500 -0.2671 0.43
H -4.18762 -1.66563 2.37527 -0.2710 0.2391 -0.0650 0.28
H -5.14987 -2.67504 4.61781 -0.1329 0.0943 -0.2839 0.36
H -6.74419 -2.14453 4.06156 0.3179 -0.0333 -0.0400 0.38
H -5.81993 -3.33399 3.12405 -0.0385 0.2018 0.0778 0.35
C -5.84915 -1.41240 0.13982 -0.9336 -0.6311 0.2080 0.05
C -7.03562 -1.37763 -0.83215 -0.1803 -0.0251 -0.3906 -1.21
H -5.61820 -2.45367 0.41533 -0.0229 0.3018 -0.0817 0.46
H -4.95474 -0.95007 -0.30878 -0.1714 0.0097 0.3819 -0.19
H -6.89332 -2.12257 -1.62372 -0.0283 0.1864 0.1794 0.38
H -7.98502 -1.60742 -0.33174 0.2661 -0.0016 -0.1375 0.38
H -7.13703 -0.40152 -1.31967 -0.0098 -0.1405 0.1553 0.34
C -5.60103 1.15714 1.40358 -0.7177 0.4884 0.1295 0.59
C -6.24905 2.18954 2.32948 -0.0494 0.4840 0.2358 -1.27
H -5.78781 1.40913 0.34767 -0.0316 -0.2115 0.2907 0.47
H -4.50671 1.12393 1.56644 -0.7047 -0.3441 -0.0803 -0.94
H -5.96854 3.20940 2.02997 -0.0701 -0.3286 0.0821 0.37
H -7.34522 2.13250 2.30889 0.3032 0.0382 -0.0587 0.41
H -5.92611 2.05341 3.36836 -0.0917 0.0010 -0.1668 0.35
C -1.12010 3.13227 -1.58565 0.1769 0.5660 1.0630 -0.44
C -0.49413 3.90298 -2.74870 0.1160 -0.0385 -0.1806 -1.30
H -0.97123 3.68475 -0.64326 -0.0611 -0.0207 -0.3307 0.17
H -2.20710 3.06447 -1.71601 0.2466 -0.1167 0.1507 0.58
H 0.55976 4.13799 -2.57221 -0.2104 -0.0742 -0.0513 0.30
H -0.58758 3.37478 -3.70425 0.0137 0.1114 0.1907 0.31
H -1.02264 4.85723 -2.86328 0.0647 -0.2267 0.0912 0.44
C -1.96819 0.45249 -1.98662 -0.1273 -0.3973 0.6596 -0.20
C -1.63004 -0.57569 -3.06070 -0.0845 -0.1851 -0.1960 -1.45
H -2.66524 1.21132 -2.36532 0.2037 -0.2202 0.0826 0.60
H -2.47133 -0.02497 -1.13210 -0.0328 0.0222 -0.2323 -0.07
H -1.35336 -0.09536 -4.00729 -0.0346 -0.1781 0.2586 0.39
H -0.81696 -1.24235 -2.75274 -0.1734 0.1022 -0.1598 0.31
H -2.51207 -1.19947 -3.24991 0.1967 0.1545 -0.0268 0.41
C 0.81103 1.12497 -2.53119 -0.2957 -0.3553 0.4197 -0.86
C 2.10864 1.84375 -2.18039 0.4520 0.2087 0.0686 -0.96
H 0.41029 1.43068 -3.50335 0.0739 -0.0545 0.1768 0.65
H 0.97533 0.04026 -2.58273 -0.0764 0.2442 0.0095 0.43
H 2.96188 1.16851 -2.31837 -0.1358 0.2651 -0.0221 0.39
H 2.26273 2.73050 -2.80724 0.0248 -0.2817 0.2000 0.39
H 2.13057 2.17271 -1.12841 -0.0268 -0.0602 -0.2966 -0.24
C 3.12597 4.89752 2.72730 0.2327 1.2654 0.7336 -0.94
N 2.69247 3.68810 2.06953 -2.1930 -1.0393 -0.0969 0.07
C 3.69179 2.86009 1.40057 0.4836 -0.0219 -0.1794 -0.56
C 1.41241 3.31010 2.11324 1.9719 2.3348 0.7966 0.79
C 0.37754 4.13432 2.80954 -0.0658 0.0015 0.0733 -1.19
O 1.11535 2.21709 1.54844 0.0386 -1.6085 -0.8561 -0.84
H 4.19673 5.00850 2.55945 -0.2161 0.1226 0.0915 0.28
H 2.94308 4.85061 3.81288 0.1878 -0.0483 -0.3824 0.40
H 2.60677 5.78656 2.33355 0.2736 -0.3729 0.0420 0.39
H 3.77323 1.87659 1.87559 -0.0070 0.2391 -0.0043 0.29
H 3.46011 2.73061 0.33777 0.0405 0.0892 0.2648 0.16
H 4.64576 3.38978 1.50007 -0.2410 -0.3943 -0.1622 0.33
H -0.22284 4.68621 2.07015 0.1561 -0.1560 0.1250 0.27
H -0.29768 3.48939 3.38484 0.1540 0.0724 -0.2018 0.36
H 0.83388 4.86001 3.48732 -0.1930 -0.1964 -0.1841 0.46
```
Forces are in eV/Å.

Expectation value of S² = 3.79
2S+1 = 4
Total charge = +4
Orbital gap (alpha / beta) = 6.6 / 5.4 eV
Energy above the lowest of the compared OMol25 structures with the same formula, charge and spin = 0.0 kcal per mole
Energy = -126604.2032 eV

---

Record 2
Below is C4H10OS2 as an isolated structure in a non-equilibrium geometry, with properties calculated with wB97M-V/def2-TZVPD.

Geometry as XYZ:
```
17
Properties=species:S:1:pos:R:3:forces:R:3:mulliken_charge:R:1
C -1.20361 1.75246 0.33126 -0.1538 0.1688 0.1425 -0.97
C -2.69957 -0.52575 0.05609 -0.5514 -0.0807 -0.0447 0.17
C 3.01033 -0.57827 -0.07103 0.1364 -0.0392 0.0491 -0.83
C 0.28578 -0.73048 -0.37244 1.5007 -1.0104 0.3157 -0.72
H -0.45263 1.19552 0.89575 -0.1285 0.0938 -0.1439 0.39
H -0.70824 2.57919 -0.18116 -0.0508 -0.1305 0.0396 0.36
H -1.95450 2.16494 1.00847 0.0166 -0.1078 -0.1672 0.34
H -2.51991 -0.37517 1.14059 -0.0221 -0.0479 -0.1030 0.33
H 2.88662 -0.78663 0.99600 -0.0257 0.0463 -0.1572 0.25
H 3.10615 -1.52109 -0.61623 -0.0598 0.1324 0.0399 0.26
H 3.92553 -0.00206 -0.20811 -0.0341 -0.0240 0.0032 0.32
H 0.41520 -1.66988 -0.91607 0.1011 0.0322 0.0737 0.51
H 0.19602 -0.93734 0.69900 0.1309 -0.0653 -0.0059 0.41
H -0.63523 -0.25898 -0.71342 2.1184 -1.3494 0.0843 -0.16
O -3.32910 -1.44573 -0.38988 0.3606 0.3405 0.1620 -0.45
S -1.96426 0.72769 -0.95206 -3.3838 2.3877 -0.3689 -0.17
S 1.64142 0.41158 -0.70676 0.0453 -0.3464 0.0808 -0.04
```
Forces are in eV/Å.

Total charge = 0
Orbital gap = 9.3 eV
Energy above the lowest of the compared OMol25 structures with the same formula, charge and spin = 54.1 kcal per mole
Energy = -28026.2457 eV

---

Record 3
Below is a 5-piece molecular cluster, C4H18O7 overall in a non-equilibrium geometry, with properties calculated with wB97M-V/def2-TZVPD.

Geometry as XYZ:
```
29
Properties=species:S:1:pos:R:3:forces:R:3:mulliken_charge:R:1
O 1.63700 21.97900 24.87500 0.2016 -1.4446 0.2769 -0.55
C 1.54800 23.17500 24.19200 2.0493 -0.5967 -1.7659 0.13
C 2.44600 24.16900 24.83700 1.4534 -0.2937 2.1537 -0.43
O 2.68600 25.27100 24.01400 -0.5398 1.7686 -0.2574 -0.53
H 1.04800 21.96000 25.61300 -0.5932 0.0067 0.7159 0.32
H 1.98300 22.92900 23.18200 -0.7207 0.5596 0.6588 0.21
H 0.56300 23.54800 24.09700 -1.1800 0.3558 -0.2160 -0.03
H 3.49100 23.88100 24.95700 -0.3686 -1.7495 0.5494 0.34
H 2.11900 24.31800 25.93200 0.0688 0.7385 -1.5635 0.20
H 3.60800 25.16400 23.76500 -0.3393 0.5574 -0.2757 0.32
O -1.67700 24.02700 23.20200 0.7266 -1.1805 -0.9843 -0.45
C -3.00000 24.43400 23.45000 0.7895 2.3523 0.3202 -0.56
C -3.33700 25.60700 22.51100 -0.9941 -0.1987 0.4064 -0.20
O -3.53000 25.13800 21.21500 -0.4719 -1.4086 -0.7873 -0.51
H -1.69100 23.42800 22.43100 0.2098 0.4743 0.3655 0.27
H -3.67700 23.63100 23.33700 -0.9204 -0.8500 0.0346 0.38
H -2.91300 24.79200 24.49200 -0.7925 -0.0915 -0.3876 0.29
H -2.49300 26.24600 22.44400 0.8741 0.9853 0.6968 0.12
H -4.23700 26.17200 22.81600 0.3558 -0.1804 0.3841 0.34
H -3.46900 25.84700 20.57600 0.2371 0.1992 -0.0665 0.32
O -0.63100 26.73900 20.14600 -1.1293 0.7510 -2.8995 -0.60
H -0.43500 26.50200 21.01600 0.8811 -0.1323 2.1926 0.40
H -0.68800 27.70000 20.06400 0.1741 -0.3938 0.3477 0.32
O 0.40200 25.94300 22.52300 -0.4110 0.4329 -0.2885 -0.83
H 0.99200 25.86000 23.26400 0.7398 0.0109 0.5522 0.34
H -0.40000 25.49000 22.78800 -0.4153 -0.5969 0.1495 0.34
O 2.75400 25.70300 20.91500 1.0158 -0.3461 -1.1028 -0.60
H 2.04400 25.94300 21.48500 -1.0406 0.1809 0.6763 0.36
H 3.55500 25.75900 21.43200 0.1398 0.0899 0.1142 0.29
```
Forces are in eV/Å.

SMILES = OCCO.OCCO.O.O.O
Total charge = 0
Orbital gap = 10.8 eV
Energy above the lowest of the compared OMol25 structures with the same formula, charge and spin = 65.9 kcal per mole
Energy = -18770.6540 eV